Below is a 2-piece molecular cluster, C4H6N2O overall, with properties calculated with the ωB97M-V functional and the def2-TZVPD basis.

E_HOMO (spin up / spin down): -0.330 / -0.330 Eh
LUMO (spin up / spin down): -1.6 / -1.6 eV
HOMO-LUMO gap (spin up / spin down): 0.2725 / 0.2725 hartree

```
13
Properties=species:S:1:pos:R:3:mulliken_charge:R:1
C 2.451 0.471 -0.246 -0.6083
O 1.695 -0.498 0.506 -0.2959
C 0.408 -0.362 0.492 0.8816
C -0.465 -1.381 1.265 -0.4668
N -1.619 -0.849 0.911 0.1292
C -1.519 0.525 0.376 -0.3762
N -0.238 0.635 -0.071 -0.3821
H 2.207 0.380 -1.307 0.3085
H 3.496 0.230 -0.060 0.2262
H 2.201 1.476 0.098 0.3214
H -3.161 0.079 -1.932 0.2073
H -2.499 -1.171 1.294 0.2159
H -2.956 0.465 -1.325 -0.1607
```



Below is a 2-piece molecular cluster, C4H6N2O overall, with properties calculated with the ωB97M-V functional and the def2-TZVPD basis.

E_HOMO: -0.344 Eh
LUMO: 0.8 eV
HOMO-LUMO gap: 0.3740 hartree
structure (SMILES): c1cn[nH]c1.C=O

```
13
Properties=species:S:1:pos:R:3:mulliken_charge:R:1
C 0.431 0.591 0.713 -0.4432
C 0.748 1.763 -0.008 -0.3101
N 1.623 1.527 -0.976 -0.7717
N 1.869 0.213 -0.881 0.2758
C 1.179 -0.395 0.110 -0.3183
H -0.236 0.474 1.555 0.4636
H 0.372 2.767 0.137 0.4345
H 2.523 -0.204 -1.524 0.2226
H 1.259 -1.455 0.304 0.4436
C -2.353 -1.246 0.076 -0.0849
O -1.552 -2.072 0.437 -0.3807
H -3.424 -1.494 -0.065 0.2643
H -2.060 -0.199 -0.129 0.2045
```



Below is one molecule with the formula C4H6N2O, with properties calculated with the ωB97M-V functional and the def2-TZVPD basis.

E_HOMO: -0.358 Eh
LUMO: 0.5 eV
HOMO-LUMO gap: 0.3752 hartree
structure (SMILES): CN1CN=CC1=O

```
13
Properties=species:S:1:pos:R:3:mulliken_charge:R:1
C 0.152 -0.620 1.587 -0.7108
N -0.284 -0.183 0.240 0.0276
C -0.144 1.241 -0.075 -0.2759
N 0.012 1.261 -1.497 -0.5251
C -0.010 0.048 -1.907 -0.4005
C -0.179 -0.955 -0.806 0.6976
O -0.136 -2.138 -0.716 -0.6329
H 0.781 -1.537 1.410 0.3105
H 0.709 0.259 1.907 0.2789
H -0.759 -0.740 2.250 0.2252
H 0.745 1.544 0.561 0.2898
H -0.969 1.948 -0.026 0.2375
H 0.082 -0.128 -2.926 0.4780
```



Below is one molecule with the formula C4H6N2O, with properties calculated with the ωB97M-V functional and the def2-TZVPD basis.

E_HOMO: -0.306 Eh
LUMO: 0.9 eV
HOMO-LUMO gap: 0.3373 hartree

```
13
Properties=species:S:1:pos:R:3:mulliken_charge:R:1
N -1.821 0.749 -0.052 -0.4992
C -0.644 0.031 -0.111 0.4579
C -0.405 -1.268 -0.327 -0.8939
N 1.027 -1.441 -0.367 0.1092
C 1.765 -0.369 -0.177 -0.7672
O 0.880 1.542 1.051 -0.5257
C 0.705 0.726 -0.088 0.4237
H -2.657 0.198 0.084 0.2379
H -1.777 1.532 0.587 0.2653
H -1.072 -2.114 -0.438 0.4028
H 1.435 -2.363 -0.454 0.2268
H 1.795 1.388 1.328 0.3454
H 0.783 1.327 -1.013 0.2169
```



| no. | M (g mol⁻¹) | DFT total energy (a.u.) | maximum force (eV Å⁻¹) |
| --- | --- | --- | --- |
| 1 | 98.10 | -340.545920 | 0.57 |
| 2 | 98.10 | -340.720511 | 0.56 |
| 3 | 98.10 | -340.733515 | 4.76 |
| 4 | 98.10 | -340.682672 | 0.54 |